[1]
Formula: C19H22N2O3
Source: the Open Molecules 2025 dataset
Level of theory: the ωB97M-V functional and the def2-TZVPD basis

CARTESIAN COORDINATES (ANGSTROEM)
O  -3.0134  -1.9429  0.3600
C  -3.3323  -0.8590  0.5851
N  -2.6430  0.4040  0.5484
C  -1.4189  0.5325  0.1937
C  -1.0715  1.9056  0.1876
C  0.2644  2.1941  -0.1785
C  1.0743  1.0487  -0.2998
C  0.6523  -0.2257  -0.4729
C  -0.5786  -0.6154  -0.3359
C  1.6169  -1.2610  -1.1115
N  3.0591  -0.8432  -0.8250
C  3.4556  -1.0740  0.6045
C  5.0413  -0.5668  0.5852
C  6.0352  -1.2921  0.3860
C  7.1094  -0.5157  0.5377
C  6.4931  0.6899  1.3563
O  5.2640  0.6214  1.2724
C  3.3270  0.1686  -1.6014
C  2.4844  1.6175  -0.9064
C  -4.9723  -0.7328  1.0805
C  -5.8687  -1.1699  0.1653
C  -6.2362  -0.2295  -0.5876
C  -6.3686  1.0951  0.1651
O  -5.4151  0.6611  1.1393
H  -3.3718  0.9913  0.8426
H  -1.6503  2.6206  0.5905
H  0.5765  3.3939  0.0142
H  -0.9214  -1.4166  -0.2101
H  1.3474  -2.1936  -0.3015
H  1.4635  -1.6142  -1.9902
H  2.9285  -0.5544  1.1997
H  3.3818  -1.8970  0.8051
H  6.1911  -2.2730  -0.2196
H  8.1947  -0.5444  0.2399
H  6.9869  1.5271  1.7964
H  4.3046  0.4829  -1.3834
H  3.0050  0.2305  -2.4554
H  2.6262  2.5106  -1.5035
H  3.0872  1.7601  -0.0097
H  -4.8308  -1.1297  2.0851
H  -5.4119  -2.2291  -0.5081
H  -6.9117  -1.6286  0.5890
H  -7.1999  -0.3451  -1.3522
H  -5.4861  -0.2956  -1.5651
H  -5.8837  1.8178  -0.2704
H  -7.3839  1.1761  0.7586

Forces on the atoms, in the same order (eV/Å):
O 2.414 -4.061 -1.076
C -3.797 5.347 1.118
N -6.848 -6.887 1.550
C 4.348 1.257 -2.653
C 4.606 -3.206 -1.777
C -1.522 1.078 3.042
C 3.377 6.445 -3.526
C 4.088 -1.227 -3.208
C -1.212 14.580 2.061
C 1.732 0.250 11.387
N -4.360 -7.202 1.473
C 7.941 14.821 -10.226
C -12.367 1.456 3.456
C 4.948 -6.496 -5.008
C 3.487 6.819 4.598
C 8.464 -2.997 -3.354
O -4.539 -2.024 -0.883
C 2.706 7.067 9.285
C 1.023 -4.425 1.317
C 5.413 4.147 2.842
C -2.551 -17.527 2.713
C -5.202 9.362 -15.726
C -1.852 -6.983 3.779
O 2.391 1.307 3.679
H -0.202 2.347 0.286
H -2.437 2.236 1.049
H -0.257 -3.744 -1.054
H -4.741 -12.055 0.998
H 1.077 1.809 -2.460
H -1.048 -1.672 -5.970
H -3.702 4.356 4.524
H -1.002 -16.357 3.418
H -1.178 1.739 1.397
H -1.502 -0.421 0.665
H 0.036 0.453 0.147
H 1.740 0.503 -0.867
H -2.907 -0.451 -9.332
H -1.082 0.083 -0.281
H 0.291 0.288 0.038
H -0.843 -0.153 -0.022
H -1.331 3.071 2.159
H 2.489 0.537 0.188
H 1.852 -0.326 2.357
H -1.008 1.658 2.269
H 1.276 4.683 -2.619
H 1.791 0.511 -1.754

Properties
Electronic energy, eV: -29164.1557
Kohn-Sham gap, eV: 7.7
2S+1: 1
SMILES: O=C(Nc1ccc2c(c1)CN(Cc1ccco1)CC2)[C@@H]1CCCO1

[2]
Formula: C19H22N2O5S
Source: the Open Molecules 2025 dataset
Level of theory: the ωB97M-V functional and the def2-TZVPD basis

CARTESIAN COORDINATES (ANGSTROEM)
C  -8.9815  -0.5402  0.6574
O  -7.7131  -0.0608  0.2394
C  -6.6935  -0.9277  0.3587
O  -6.8296  -2.0472  0.7901
C  -5.4060  -0.3573  -0.0927
C  -4.2822  -1.1803  -0.0961
C  -3.0548  -0.6972  -0.4992
C  -2.9356  0.6327  -0.9014
O  -1.7681  1.1963  -1.3167
C  -0.5811  0.5047  -1.1322
C  0.1356  0.1209  -2.2530
C  1.3543  -0.5254  -2.1205
C  1.8270  -0.7838  -0.8499
S  3.3806  -1.6343  -0.6025
O  3.9656  -1.9401  -1.8793
O  3.1799  -2.7097  0.3247
N  4.2468  -0.4389  0.1977
C  4.6512  0.6333  -0.6853
C  5.1399  1.8166  0.1460
C  6.2877  1.3786  1.0522
C  5.8383  0.2006  1.9131
C  5.3379  -0.9283  1.0173
C  1.1323  -0.4058  0.2779
C  -0.0900  0.2587  0.1672
N  -0.7470  0.7123  1.2809
C  -4.0620  1.4589  -0.9095
C  -5.2852  0.9674  -0.5120
H  -8.9819  -0.7226  1.7342
H  -9.7000  0.2345  0.4018
H  -9.2223  -1.4741  0.1454
H  -4.3918  -2.2064  0.2198
H  -2.1907  -1.3454  -0.5156
H  -0.2780  0.3360  -3.2259
H  1.9309  -0.8407  -2.9738
H  3.7798  0.9094  -1.2833
H  5.4433  0.2919  -1.3679
H  4.3125  2.1819  0.7565
H  5.4609  2.6193  -0.5192
H  6.6052  2.2094  1.6849
H  7.1393  1.0756  0.4388
H  5.0282  0.5182  2.5711
H  6.6630  -0.1625  2.5276
H  4.9449  -1.7622  1.5996
H  6.1607  -1.2981  0.3866
H  1.5479  -0.6338  1.2461
H  -0.4816  0.3074  2.1622
H  -1.7150  0.9729  1.1913
H  -3.9474  2.4807  -1.2351
H  -6.1550  1.6045  -0.5177

Forces on the atoms, in the same order (eV/Å):
C -0.273 -0.301 0.152
O 0.312 0.228 -0.151
C -0.176 -0.249 0.135
O -0.013 0.120 -0.048
C 0.242 0.061 -0.088
C -0.344 0.147 0.043
C 0.310 0.177 -0.164
C -0.647 -0.276 0.109
O 0.311 0.152 0.065
C 0.251 -0.266 0.059
C -0.153 0.045 0.232
C 0.151 -0.095 -0.103
C 0.425 -0.173 -0.043
S -0.023 0.216 0.111
O -0.130 0.265 -0.065
O -0.047 0.109 0.219
N -0.665 -0.646 -0.359
C -0.011 0.595 -0.344
C 0.125 -0.206 -0.104
C -0.226 0.097 0.170
C 0.100 -0.054 -0.305
C 0.199 -0.429 0.530
C -0.299 0.066 0.017
C 0.188 0.027 -0.408
N -0.175 0.206 0.204
C 0.395 0.009 -0.065
C -0.022 -0.233 0.084
H -0.028 0.014 -0.088
H 0.050 -0.026 0.014
H -0.020 0.100 0.051
H -0.001 -0.081 0.029
H 0.045 -0.045 0.016
H -0.054 0.027 -0.091
H 0.037 -0.003 -0.157
H 0.126 0.128 -0.079
H -0.065 0.043 0.007
H -0.054 0.080 -0.005
H -0.057 0.026 -0.017
H 0.080 -0.002 -0.039
H 0.088 0.019 -0.013
H -0.026 -0.025 0.089
H -0.032 -0.037 0.044
H 0.197 0.027 0.039
H -0.005 -0.001 0.057
H -0.001 0.042 0.221
H -0.100 0.011 -0.016
H 0.061 -0.077 0.096
H 0.007 0.122 -0.032
H -0.053 0.066 -0.011

Properties
Electronic energy, eV: -44113.2235
Kohn-Sham gap, eV: 9.1
2S+1: 1
SMILES: COC(=O)c1ccc(Oc2ccc(S(=O)(=O)N3CCCCC3)cc2N)cc1

[3]
Formula: C19H22N2O5S
Source: the Open Molecules 2025 dataset
Level of theory: the ωB97M-V functional and the def2-TZVPD basis

CARTESIAN COORDINATES (ANGSTROEM)
C  0.1251  0.0401  7.1610
C  0.1080  -0.7404  5.8523
C  -0.7362  -0.0363  4.7913
C  -0.8650  -0.8442  3.4980
N  0.3978  -0.9831  2.8122
C  0.6538  -0.4054  1.6213
O  -0.2077  0.2351  1.0215
C  2.0117  -0.6526  1.0742
C  3.1052  -0.9039  1.9033
C  4.3388  -1.2289  1.3781
C  4.4968  -1.3252  0.0019
C  3.4434  -1.0417  -0.8406
C  2.2023  -0.6725  -0.3211
N  1.1818  -0.3044  -1.1841
S  0.7322  -1.3304  -2.4467
O  0.2524  -2.5677  -1.8977
O  1.8012  -1.3958  -3.3969
C  -0.6255  -0.3796  -3.0990
C  -1.8700  -0.4831  -2.5053
C  -2.9055  0.2998  -2.9759
C  -2.6974  1.1739  -4.0392
C  -1.4399  1.2381  -4.6590
C  -0.3982  0.4622  -4.1658
O  -1.2061  2.0388  -5.7411
C  -2.3858  2.5079  -6.3590
C  -3.3658  3.0108  -5.3013
O  -3.7428  1.9517  -4.4462
H  0.5341  1.0359  7.0052
H  0.7348  -0.4694  7.9033
H  -0.8828  0.1430  7.5568
H  -0.2966  -1.7396  6.0319
H  1.1338  -0.8537  5.4947
H  -0.2976  0.9362  4.5597
H  -1.7390  0.1341  5.1876
H  -1.2670  -1.8391  3.7173
H  -1.5372  -0.3325  2.8053
H  1.1017  -1.5577  3.2442
H  2.9998  -0.8168  2.9760
H  5.1743  -1.4129  2.0364
H  5.4542  -1.6035  -0.4122
H  3.5514  -1.0935  -1.9114
H  0.3659  0.0104  -0.6496
H  -2.0092  -1.1711  -1.6880
H  -3.8878  0.2626  -2.5337
H  0.5763  0.5056  -4.6221
H  -2.0833  3.3084  -7.0351
H  -2.8554  1.6971  -6.9320
H  -4.2854  3.3842  -5.7537
H  -2.8898  3.8092  -4.7168

Forces on the atoms, in the same order (eV/Å):
C 0.106 -0.197 -0.134
C -0.203 0.298 0.026
C 0.109 -0.395 -0.101
C -0.286 0.365 0.119
N 0.147 -0.157 0.289
C -0.070 -0.175 0.190
O -0.048 0.152 -0.094
C 0.182 0.048 -0.420
C -0.027 0.036 -0.097
C 0.073 -0.051 0.082
C -0.077 0.005 0.059
C 0.034 0.003 0.061
C 0.656 -0.296 0.432
N -0.776 -0.012 -0.892
S -0.155 0.182 0.554
O -0.254 0.120 -0.035
O 0.055 0.264 -0.189
C 0.467 -0.292 0.234
C -0.132 -0.061 0.074
C 0.108 0.118 -0.169
C 0.149 0.012 0.030
C -0.083 -0.192 0.136
C -0.107 0.218 -0.213
O 0.262 -0.092 0.224
C -0.537 0.153 0.047
C 0.357 0.236 -0.421
O 0.033 -0.376 0.199
H 0.033 0.123 0.036
H 0.037 0.027 0.132
H -0.092 0.040 0.074
H 0.039 -0.078 -0.044
H 0.052 -0.090 -0.034
H -0.047 0.080 -0.013
H -0.053 0.057 0.029
H -0.019 0.072 -0.051
H 0.039 -0.182 0.090
H -0.001 0.027 -0.184
H -0.028 0.000 0.073
H 0.058 -0.004 0.055
H 0.076 -0.014 -0.054
H 0.097 0.033 -0.078
H -0.107 0.055 -0.116
H -0.104 -0.077 0.129
H -0.115 -0.012 0.069
H 0.136 0.066 -0.135
H -0.084 -0.063 0.046
H 0.069 0.086 0.023
H 0.116 0.005 0.010
H -0.085 -0.064 -0.050

Properties
Electronic energy, eV: -44113.0197
Kohn-Sham gap, eV: 9.3
2S+1: 1
SMILES: CCCCNC(=O)c1ccccc1NS(=O)(=O)c1ccc2c(c1)OCCO2